ORCA calculation (the ωB97M-V functional and the def2-TZVPD basis) on one molecule with the formula C8H12N2 in a non-equilibrium geometry.

Atoms and positions in Å:
C 1.537 0.076 1.999
C 0.106 0.066 1.502
N -0.547 1.285 1.105
N -1.922 1.541 1.341
C -0.079 0.347 0.076
C -1.181 -0.356 -0.708
C -0.644 -0.950 -2.060
C 0.612 -0.018 -2.337
C 1.882 -0.480 -1.655
C 1.041 0.284 -0.907
H 2.025 -0.905 1.802
H 1.739 0.256 3.130
H 2.286 0.757 1.481
H -0.434 -0.815 1.787
H -1.828 2.390 1.882
H -2.440 0.707 1.761
H -1.434 -1.227 -0.126
H -2.141 0.200 -0.625
H -1.591 -0.707 -2.738
H -0.468 -2.050 -1.874
H 0.630 0.564 -3.281
H 2.852 -0.964 -1.554

Atoms 1-6, force components in eV/Å:
C 2.30 0.25 1.50
C 1.47 -0.32 0.17
N 1.60 0.41 0.13
N 0.11 -1.41 -0.46
C -0.66 -0.46 -1.12
C -0.54 -1.46 1.03

**Charge**: 0
**SMILES**: C[C@H]1N(N)[C@]12CC[C@@H]1C=C12
**Relative energy (zero: lowest compared OMol25 entry of this formula, charge and spin)**: 7.247 eV
**F_max**: 3.7 eV Å⁻¹
**Frontier orbital gap**: 9.56 eV
**2S+1**: 1

Results of the Mulliken charge analysis, in e, for atoms 1 through 6: -1.38 -0.16 -0.37 -0.66 1.26 -0.77

=====

ORCA calculation (the ωB97M-V functional and the def2-TZVPD basis) on C19H30CoN2O5Te as an isolated structure.

Atoms and positions in Å:
Co -0.112 -0.109 -0.491
C 2.335 3.883 -3.379
N 1.187 3.534 -2.559
C 0.558 4.631 -1.838
C 0.857 2.268 -2.251
O -0.045 1.988 -1.469
C 1.654 1.146 -2.920
O 1.192 -0.117 -2.504
C 0.420 -0.898 -3.400
C -1.075 -0.849 -3.080
O -1.502 -0.201 -2.120
N -1.875 -1.563 -3.876
C -3.264 -1.762 -3.480
C -1.333 -2.504 -4.848
H 2.107 4.790 -3.938
H 2.567 3.107 -4.101
H 3.220 4.070 -2.766
H 0.153 5.352 -2.548
H 1.294 5.130 -1.203
H -0.237 4.239 -1.213
H 2.699 1.222 -2.608
H 1.620 1.230 -4.009
H 0.755 -1.930 -3.280
H 0.610 -0.593 -4.432
H -3.554 -0.986 -2.781
H -3.376 -2.732 -2.993
H -3.896 -1.716 -4.367
H -0.857 -3.354 -4.355
H -0.623 -2.026 -5.520
H -2.156 -2.875 -5.454
C 2.475 -2.218 -0.329
O 1.300 -2.886 -0.763
C 0.082 -2.199 -0.694
O -0.869 -2.869 -1.039
H 2.877 -2.723 0.550
H 2.287 -1.175 -0.067
H 3.216 -2.260 -1.129
C -1.121 -1.451 7.255
C -0.809 -0.854 5.908
C -1.305 0.383 5.535
C -1.017 0.958 4.297
C -1.606 2.309 3.988
C -0.196 0.266 3.398
Te 0.400 1.273 1.619
C 0.289 -1.004 3.745
C 1.124 -1.829 2.810
C -0.020 -1.535 4.992
H -1.791 -0.807 7.826
H -0.213 -1.592 7.846
H -1.598 -2.428 7.155
H -1.944 0.926 6.224
H -2.347 2.578 4.741
H -2.078 2.319 3.005
H -0.841 3.088 3.968
H 0.779 -1.719 1.786
H 1.071 -2.884 3.082
H 2.173 -1.520 2.830
H 0.358 -2.521 5.245

Atoms 1-6, force components in eV/Å:
Co -0.28 0.02 -0.23
C -0.05 0.04 0.02
N 0.10 0.01 -0.03
C 0.03 0.00 0.01
C -0.14 -0.06 -0.08
O 0.29 -0.08 0.10

**Charge**: 0
**Relative energy (zero: lowest compared OMol25 entry of this formula, charge and spin)**: 0.321 eV
**F_max**: 0.4 eV Å⁻¹
**Frontier orbital gap (alpha / beta)**: 6.71 / 6.77 eV
**2S+1**: 4

Results of the Mulliken charge analysis, in e, for atoms 1 through 6: 0.31 -0.94 0.07 -1.05 0.85 -0.50

=====

ORCA calculation (the ωB97M-V functional and the def2-TZVPD basis) on a 5-piece molecular cluster, C55H127NO2P3 overall in a non-equilibrium geometry.

Atoms and positions in Å:
C -2.344 0.256 1.685
C -0.940 0.699 1.417
C -0.029 -0.534 1.630
O -0.822 1.261 0.156
H -3.075 1.064 1.731
H -2.348 -0.206 2.684
H -2.709 -0.521 1.007
H -0.602 1.358 2.242
H -0.301 -1.420 1.046
H -0.115 -0.912 2.662
H 1.038 -0.280 1.613
C 1.224 3.717 -0.341
C 2.270 4.016 0.703
C 3.350 2.986 0.937
O 4.124 3.378 2.047
C 5.289 2.611 2.317
N 3.056 5.260 0.284
H 2.573 6.155 0.392
H 3.849 5.325 0.941
H 3.428 5.122 -0.656
H 0.498 4.525 -0.463
H 0.546 2.930 0.031
H 1.653 3.436 -1.303
H 1.818 4.286 1.658
H 4.160 2.837 0.207
H 2.746 2.071 1.027
H 5.817 2.441 1.371
H 4.993 1.665 2.776
H 5.937 3.167 2.987
C -1.926 5.665 3.275
C -1.763 6.351 1.908
C -2.790 5.978 0.846
C -2.728 4.474 0.542
P -3.942 3.968 -0.748
C -5.373 5.077 -0.937
C -6.343 4.847 -2.113
C -7.545 5.757 -2.289
C -8.457 5.924 -1.085
C -3.033 3.799 -2.257
C -2.578 5.110 -2.934
C -1.079 5.380 -2.757
C -0.457 6.525 -3.596
C -4.615 2.327 -0.285
C -5.591 1.580 -1.205
C -5.409 0.059 -1.131
C -5.915 -0.604 0.157
H -2.988 5.640 3.542
H -1.483 6.245 4.084
H -1.528 4.653 3.253
H -0.782 5.956 1.585
H -1.466 7.401 1.899
H -2.529 6.585 -0.027
H -3.793 6.275 1.157
H -3.040 3.995 1.475
H -1.736 4.083 0.315
H -4.962 6.080 -1.094
H -5.901 5.053 0.019
H -6.700 3.811 -2.049
H -5.843 4.748 -3.084
H -8.225 5.419 -3.073
H -7.179 6.740 -2.596
H -8.834 5.069 -0.521
H -9.307 6.563 -1.327
H -7.969 6.495 -0.280
H -3.756 3.199 -2.822
H -2.197 3.131 -2.019
H -3.143 5.995 -2.637
H -2.779 4.855 -3.977
H -0.625 4.452 -3.122
H -0.881 5.589 -1.702
H -0.757 7.477 -3.164
H -0.757 6.415 -4.635
H 0.615 6.373 -3.474
H -5.086 2.609 0.661
H -3.690 1.754 -0.156
H -5.506 1.971 -2.222
H -6.595 1.874 -0.891
H -4.336 -0.175 -1.128
H -5.793 -0.457 -2.010
H -5.518 -0.195 1.089
H -5.590 -1.643 0.162
H -6.998 -0.477 0.196
C 5.311 -1.666 0.362
C 4.426 -0.476 -0.043
C 3.138 -0.954 -0.736
C 2.260 0.194 -1.217
P 1.082 -0.184 -2.597
C 2.070 -0.699 -4.028
C 3.440 -0.008 -4.267
C 4.657 -0.939 -4.377
C 5.837 -0.163 -5.041
C -0.139 -1.454 -2.213
C -0.817 -2.079 -3.439
C -2.136 -2.783 -3.033
C -2.024 -4.014 -2.122
C 0.296 1.399 -3.107
C -0.623 1.335 -4.356
C -0.787 2.599 -5.215
C 0.551 3.177 -5.709
H 4.695 -2.439 0.822
H 6.076 -1.370 1.080
H 5.805 -2.055 -0.526
H 4.910 0.090 -0.849
H 4.213 0.263 0.729
H 2.567 -1.531 -0.001
H 3.400 -1.652 -1.536
H 2.784 1.007 -1.726
H 1.610 0.533 -0.404
H 1.533 -0.736 -4.975
H 2.199 -1.775 -3.838
H 3.749 0.610 -3.422
H 3.334 0.492 -5.225
H 4.492 -1.705 -5.141
H 5.085 -1.441 -3.510
H 5.478 0.360 -5.930
H 6.581 -0.826 -5.486
H 6.378 0.492 -4.358
H -0.754 -1.006 -1.423
H 0.411 -2.249 -1.693
H -0.199 -2.712 -4.071
H -1.160 -1.243 -4.054
H -2.710 -3.076 -3.909
H -2.722 -2.075 -2.442
H -3.050 -4.257 -1.839
H -1.467 -3.885 -1.189
H -1.597 -4.903 -2.590
H 1.082 2.154 -3.185
H -0.308 1.671 -2.230
H -1.585 0.877 -4.123
H -0.114 0.573 -4.958
H -1.246 3.328 -4.536
H -1.567 2.469 -5.963
H 1.371 2.468 -5.568
H 0.776 3.976 -5.000
H 0.519 3.481 -6.749
C -2.131 -2.596 5.755
C -1.431 -3.978 5.659
C -0.083 -3.850 4.959
C 0.762 -5.137 4.780
P 1.811 -5.159 3.296
C 2.612 -3.589 2.993
C 3.583 -3.298 4.184
C 3.939 -1.825 4.475
C 2.703 -0.958 4.855
C 0.854 -5.533 1.815
C -0.211 -6.633 1.930
C -0.735 -7.122 0.572
C -1.622 -8.348 0.762
C 3.166 -6.384 3.478
C 4.058 -6.547 2.252
C 4.927 -7.837 2.349
C 5.630 -7.982 1.011
H -3.029 -2.510 6.358
H -2.184 -2.277 4.714
H -1.438 -1.929 6.277
H -2.102 -4.767 5.309
H -1.228 -4.377 6.661
H 0.535 -3.241 5.619
H -0.245 -3.323 4.014
H 0.171 -6.049 4.655
H 1.445 -5.285 5.617
H 1.826 -2.833 2.903
H 3.239 -3.585 2.102
H 4.503 -3.799 3.881
H 3.177 -3.666 5.127
H 4.429 -1.261 3.681
H 4.586 -1.936 5.345
H 2.996 -0.111 5.473
H 2.025 -1.598 5.422
H 2.149 -0.557 4.006
H 1.531 -5.668 0.965
H 0.403 -4.568 1.545
H -1.037 -6.191 2.491
H 0.208 -7.482 2.474
H 0.109 -7.347 -0.092
H -1.204 -6.288 0.043
H -1.751 -8.903 -0.161
H -2.572 -7.976 1.158
H -1.308 -8.983 1.592
H 2.568 -7.300 3.559
H 3.711 -6.212 4.404
H 4.748 -5.719 2.080
H 3.434 -6.682 1.366
H 4.294 -8.698 2.554
H 5.674 -7.667 3.125
H 6.362 -7.192 0.828
H 4.891 -8.030 0.209
H 6.251 -8.875 0.916

Atoms 1-6, force components in eV/Å:
C -0.70 -0.53 1.44
C 0.64 -0.32 -1.21
C 0.17 -0.39 1.13
O 0.59 0.20 -0.02
H 0.13 0.10 -0.15
H -0.30 0.02 0.00

**Charge**: +3
**Relative energy (zero: lowest compared OMol25 entry of this formula, charge and spin)**: 1.478 eV
**F_max**: 2.6 eV Å⁻¹
**Frontier orbital gap**: 6.99 eV
**2S+1**: 1

Results of the Mulliken charge analysis, in e, for atoms 1 through 6: -1.49 0.41 -0.96 -0.47 0.19 0.43

=====

ORCA calculation (the ωB97M-V functional and the def2-TZVPD basis) on C8H12N2 as an isolated structure in a non-equilibrium geometry.

Atoms and positions in Å:
C 2.681 -0.442 -0.033
C 1.342 -0.763 -0.007
C 0.612 0.455 0.061
C 0.569 -2.021 -0.007
C -1.202 -1.104 -0.446
C -0.881 0.327 0.057
C -1.383 1.173 -1.084
C -1.428 0.788 1.435
N 1.471 1.484 -0.012
N 2.696 0.921 0.010
H 3.530 -1.173 -0.136
H 0.884 -2.791 -0.828
H 0.435 -2.561 0.876
H -1.307 -1.233 -1.488
H -2.062 -1.764 -0.016
H -1.261 2.148 -0.721
H -2.395 1.130 -1.154
H -0.908 1.055 -2.062
H -1.280 0.172 2.183
H -2.459 0.880 1.450
H -1.041 1.692 1.733
H 3.387 1.629 0.188

Atoms 1-6, force components in eV/Å:
C 0.00 -0.84 0.10
C -0.15 -0.17 0.59
C 2.31 -0.95 -0.64
C -2.25 0.56 -3.97
C 2.10 -3.56 3.44
C -0.13 -0.44 -0.80

**Charge**: 0
**Relative energy (zero: lowest compared OMol25 entry of this formula, charge and spin)**: 3.631 eV
**F_max**: 5.4 eV Å⁻¹
**Frontier orbital gap**: 9.61 eV
**2S+1**: 1

Results of the Mulliken charge analysis, in e, for atoms 1 through 6: -0.84 0.91 -0.24 -0.75 -1.25 2.25

=====

ORCA calculation (the ωB97M-V functional and the def2-TZVPD basis) on one molecule with the formula C6H12 in a non-equilibrium geometry.

Atoms and positions in Å:
C 1.782 -1.362 -1.773
C 0.909 -0.906 -0.802
C 0.660 0.711 -0.538
C 0.283 0.979 0.910
C -0.829 0.094 1.409
C -1.937 -0.023 0.338
H 2.062 -0.655 -2.507
H 2.099 -2.351 -2.076
H 0.377 -1.522 -0.161
H 1.649 1.127 -0.628
H 0.096 1.356 -1.172
H 1.176 0.621 1.538
H 0.159 2.085 1.050
H -1.357 0.658 2.296
H -0.508 -0.770 1.994
H -2.826 -0.533 0.561
H -1.497 -0.505 -0.509
H -2.298 0.995 0.070

Atoms 1-6, force components in eV/Å:
C -2.45 1.04 1.72
C 1.96 2.49 -3.06
C 1.87 -2.20 0.47
C 2.15 -0.76 1.13
C -3.30 2.24 2.46
C 1.05 1.02 0.14

**Charge**: 0
**SMILES**: C=CCCCC
**Relative energy (zero: lowest compared OMol25 entry of this formula, charge and spin)**: 2.479 eV
**F_max**: 4.7 eV Å⁻¹
**Frontier orbital gap**: 10.71 eV
**2S+1**: 1

Results of the Mulliken charge analysis, in e, for atoms 1 through 6: -0.89 -0.08 -0.88 -0.40 -0.54 -1.17

=====

ORCA calculation (the ωB97M-V functional and the def2-TZVPD basis) on a 2-piece molecular cluster, C5H13N2 overall.

Atoms and positions in Å:
N -0.351 -2.581 1.269
C -0.200 -2.089 0.069
N -1.069 -2.257 -0.895
H -1.172 -3.112 1.530
H 0.302 -2.383 2.011
H 0.701 -1.530 -0.154
H -0.935 -1.767 -1.766
H -1.989 -2.635 -0.705
C 0.763 1.800 -0.719
C 0.130 1.875 0.442
C -0.947 2.854 0.790
C 1.820 0.776 -1.023
H 0.599 2.516 -1.515
H 0.372 1.121 1.188
H -1.735 2.359 1.361
H -0.574 3.660 1.421
H -1.389 3.306 -0.095
H 2.148 0.272 -0.107
H 2.709 1.236 -1.446
H 1.476 0.010 -1.725

Atoms 1-6, force components in eV/Å:
N -0.19 -0.03 0.25
C 0.03 -0.04 -0.06
N -0.16 0.27 0.17
H 0.04 0.03 -0.03
H 0.15 0.01 -0.14
H 0.01 0.04 0.04

**Charge**: +1
**Relative energy (zero: lowest compared OMol25 entry of this formula, charge and spin)**: 1.483 eV
**F_max**: 0.5 eV Å⁻¹
**Frontier orbital gap**: 8.54 eV
**2S+1**: 1

Results of the Mulliken charge analysis, in e, for atoms 1 through 6: -0.32 0.34 -0.31 0.22 0.26 0.25